Below is C19H22N4O4S in the gas phase at a distorted geometry, with properties calculated with ωB97M-V/def2-TZVPD.

Net charge: 0
SMILES string: Cn1ncc2c(c1=O)SCCCN2C(=O)CNC[C@H]1COc2ccccc2O1
Frontier orbital gap: 8.310 eV
ΔE to the lowest compared entry with this formula, charge and spin: 6.2244 eV

Structure (XYZ):
```
50
C19H22N4O4S | the Open Molecules 2025 dataset | ωB97M-V/def2-TZVPD
O -1.519 -2.326 2.999
O 4.282 0.472 0.377
N 0.215 -3.290 0.027
O -1.902 3.003 -0.862
O -1.782 0.307 -1.845
S 0.825 -0.517 3.757
C -0.696 -2.274 2.060
C 3.278 -0.117 0.154
C 1.337 -2.637 0.190
C 0.595 -1.509 2.280
C 1.525 -1.588 1.254
C -4.132 3.068 -3.774
C -3.820 1.831 -4.370
C -3.430 3.421 -2.576
C -2.963 1.030 -3.751
C -2.473 2.623 -2.059
C -2.361 1.350 -2.549
N -0.793 -3.168 0.924
N 2.701 -0.808 1.225
N 1.160 -0.023 -1.233
C -1.592 -4.352 0.980
C 2.661 0.163 -1.175
C -1.872 1.930 0.107
C 2.008 0.808 3.403
C 3.530 -0.929 2.449
C 0.282 1.098 -0.942
C 3.417 0.321 3.455
C -1.203 0.792 -0.615
H 2.015 -2.690 -0.754
H -4.831 3.792 -4.202
H -4.338 1.576 -5.263
H -3.551 4.406 -2.101
H -2.903 -0.027 -4.002
H 0.785 -0.425 -2.095
H -2.466 -4.225 1.525
H -1.011 -5.186 1.437
H -1.851 -4.595 -0.033
H 3.060 -0.574 -1.916
H 2.869 1.279 -1.381
H -1.356 2.186 0.913
H -2.863 1.531 0.449
H 1.853 1.559 4.245
H 1.841 1.275 2.419
H 4.552 -1.007 2.241
H 3.214 -1.902 2.894
H 0.767 1.683 -0.231
H 0.355 1.644 -1.784
H 4.106 1.173 3.255
H 3.691 -0.029 4.465
H -1.218 -0.123 0.032
```